# C22H34FN2O5

A 2-piece molecular cluster, C22H34FN2O5 overall (ωB97M-V/def2-TZVPD, the Open Molecules 2025 dataset).

Results
Strongest force on any atom ... 0.0185 Eh/bohr
Net charge ... +1
Gap between HOMO and LUMO ... 8.50 eV
E_LUMO ... -3.04 eV
DFT total energy ... -39295.223 eV

```
64
C22H34FN2O5 ωB97M-V/def2-TZVPD
F -0.3657 -3.0895 -0.8381
O -4.6863 5.6976 1.5902
O -1.7384 0.5356 -2.2450
O -3.9890 3.7531 0.7537
O -0.4748 -0.4063 -0.6653
O -6.1533 4.0055 1.3196
N 5.3819 1.3490 0.9243
N 1.1357 -2.4809 -2.6821
C 0.6407 -0.2306 -1.5404
C -2.9491 -1.3193 0.4997
C 1.9104 -0.3886 -0.6941
C -5.0558 4.4486 1.2329
C -1.6489 0.0433 -1.1557
C 1.8886 -2.7761 -1.4263
C -4.0786 -1.4427 1.2986
C -3.2470 5.7571 1.5922
C 2.7851 -1.5920 -1.0892
C -4.8279 0.7695 0.6500
C -3.7126 0.8914 -0.1476
C -5.0111 -0.4074 1.3662
C -2.9140 4.6881 0.5759
C 1.9698 -4.9963 1.2760
C 5.1770 0.1710 0.0743
C -2.7835 -0.1412 -0.2362
C -2.7593 7.1428 1.2558
C 0.5665 -1.0865 -2.7928
C 1.0882 -4.7370 0.0376
C 3.8603 -1.9858 -0.0616
C 0.9155 -3.2578 -0.3286
C 4.3405 -0.8472 0.8305
H 1.7923 -2.6034 -3.4519
H 4.7347 -2.3255 -0.6151
H 4.6993 0.4765 -0.8525
H -2.9447 5.0614 -0.4506
H 0.4235 -3.1984 -2.8215
H 2.8647 -5.5431 1.0013
H -5.5648 1.5510 0.7136
H 4.9914 -1.2928 1.5822
H -2.2147 -2.1048 0.4151
H 6.0284 1.9926 0.4857
H 2.2224 -4.0928 1.8187
H -4.2256 -2.3615 1.8467
H 3.5365 -2.8358 0.5326
H 1.0383 -2.6713 0.5767
H 3.3067 -1.3364 -2.0159
H 3.5264 -0.3761 1.3729
H -3.1001 7.4431 0.2642
H 1.0697 -0.5599 -3.5937
H -0.4677 -1.1731 -3.1003
H 5.8249 1.0489 1.7852
H -3.5857 1.8040 -0.7021
H -1.6705 7.1799 1.2818
H 0.0857 -5.0858 0.2638
H -3.1495 7.8678 1.9688
H 2.4925 0.5209 -0.7818
H 2.5453 -3.6139 -1.6457
H 1.4313 -5.6419 1.9607
H -5.8911 -0.5409 1.9739
H 1.4233 -5.3096 -0.8233
H -2.9071 5.4639 2.5893
H 0.6135 0.7915 -1.9007
H 1.6330 -0.4944 0.3480
H 6.1309 -0.3092 -0.1576
H -1.9578 4.2017 0.7570
```

# C22H34FN5O8Pr

C22H34FN5O8Pr as an isolated structure in a non-equilibrium geometry (ωB97M-V/def2-TZVPD, the Open Molecules 2025 dataset).

Results
Strongest force on any atom ... 0.0788 Eh/bohr
Net charge ... +1
Spin multiplicity ... 3
<S²> ... 2.013
Gap between HOMO and LUMO (alpha / beta) ... 2.14 / 2.20 eV
E_LUMO (alpha / beta) ... -3.86 / -3.85 eV
DFT total energy ... -63967.629 eV

```
71
C22H34FN5O8Pr ωB97M-V/def2-TZVPD
Pr -2.6461 -1.8686 0.1658
F 4.3215 -1.4655 -0.2738
O -1.7616 -3.9133 0.8256
O -5.7581 -1.6824 0.9646
O -5.1387 -1.7351 4.5908
O -2.8801 -0.4225 1.6002
O -3.3174 -0.1908 -1.5542
O -0.5848 -1.2880 -0.2747
O -1.9112 -3.6675 -2.5931
O -2.7194 1.7256 2.0969
N 0.5803 2.6869 0.0613
N -3.0204 -3.1981 -1.6828
N -4.8657 -2.3117 0.0087
N 5.2161 1.2391 0.2333
N 7.7752 2.4941 0.0928
C 2.1059 -0.7352 -0.3572
C 3.4284 -0.4072 -0.2740
C -2.3289 0.7449 1.4536
C -6.7009 -3.2067 -1.2368
C 1.1289 0.2963 -0.1973
C -0.2382 -0.0497 -0.0048
C 6.4101 0.4565 -0.1265
C 1.5425 1.6457 -0.0994
C 5.5798 2.3589 1.1426
C 0.1128 4.6192 -1.3969
C 3.9249 0.9150 -0.0522
C -5.2773 -3.0125 -1.0645
C 7.4599 1.3364 -0.8060
C -0.6928 2.2920 0.4190
C 2.9119 1.9166 -0.0637
C -4.3078 -3.5501 -1.9309
C -0.0777 5.1920 -0.0594
C -4.1621 -2.6169 3.9659
C -4.6165 -4.3890 -3.0601
C -1.1314 0.9773 0.5024
C 6.5691 3.3089 0.4690
C 0.8861 4.0443 -0.2543
H -4.9385 -3.7793 -3.9221
H 8.2149 2.1365 0.9593
H -7.0051 -4.1839 -0.8287
H 6.8492 -0.0048 0.7820
H -3.8501 -0.2448 -0.7339
H -3.8879 -3.3685 4.7029
H -0.7239 4.0315 -1.7479
H 6.8762 4.1054 1.1320
H -1.1102 -3.2399 -2.1910
H -1.0594 5.0272 0.3644
H 8.3701 0.7871 -1.0037
H 6.1659 3.7039 -0.4518
H 6.0401 1.9646 2.0722
H 3.2387 2.9451 0.0481
H 1.7900 -1.7611 -0.4460
H 6.1564 -0.3425 -0.8263
H -5.4484 -5.0462 -2.7931
H -2.3600 -4.0023 0.0102
H -4.6111 -3.1651 3.1011
H 1.9466 4.3437 -0.3373
H -1.3846 3.0557 0.7158
H -1.1228 -3.1602 0.6612
H -6.9308 -3.1987 -2.3003
H -7.3462 -2.4446 -0.7663
H -3.8013 -5.0434 -3.4131
H 8.4589 3.0995 -0.3633
H 0.3876 6.1629 0.0764
H -5.7803 -2.3478 4.9973
H -2.9726 -1.0749 -1.8416
H -3.2334 -2.0565 3.7250
H 4.7090 2.9374 1.4643
H 0.6425 5.2711 -2.0763
H -5.1587 -1.4082 1.7158
H 7.0627 1.7623 -1.7155
```

# C22H34N2O2

One molecule with the formula C22H34N2O2 in a non-equilibrium geometry (ωB97M-V/def2-TZVPD, the Open Molecules 2025 dataset).

Results
Strongest force on any atom ... 0.3324 Eh/bohr
Gap between HOMO and LUMO ... 9.22 eV
SMILES ... CCOc1ccc(C(=O)NCC2CCN(CC3CCCCC3)CC2)cc1
E_LUMO ... 0.55 eV
DFT total energy ... -30422.576 eV
Energy relative to the best compared isomer or geometry (same formula, charge and spin) ... 479.85 kcal per mole

```
60
C22H34N2O2 ωB97M-V/def2-TZVPD
O -0.3501 -2.1715 -2.7616
O -6.2968 -4.7297 -1.3720
N -1.6618 -0.2763 -2.2220
N 1.6420 1.9089 1.1784
C 5.4712 3.7566 3.6194
C 0.9290 2.2892 -1.0411
C 1.2335 3.0878 0.3562
C 6.4345 2.4762 3.1859
C 4.0728 3.4926 3.5608
C 0.3339 1.1632 1.4562
C -2.8536 -3.5139 -2.7086
C -5.0566 -3.9553 -1.7315
C 0.0294 0.1992 0.1153
C -0.2339 1.4482 -1.0572
C 4.2808 1.6581 1.9700
C -3.8957 -4.4372 -2.6807
C -3.6892 -1.9784 -1.2847
C -4.8081 -2.7119 -1.0570
C -2.7769 -2.1358 -2.1280
C -1.3544 -1.6579 -2.2310
C -0.5017 0.7747 -2.3456
C 3.5230 2.9929 2.3749
C -6.5535 -5.9278 -2.0385
C 5.8453 1.8542 1.9931
C 2.0154 2.3987 2.5519
C -7.0062 -5.7038 -3.4170
H -5.7263 -2.3269 -0.4990
H 4.2281 0.9602 2.6702
H 3.8926 2.7634 4.4256
H 1.3935 3.4435 2.6044
H 2.0689 3.5463 0.0799
H 5.9334 2.8799 1.2844
H 5.9469 4.0416 4.4977
H 1.7814 1.8660 -1.3547
H 5.4903 4.7249 2.9145
H -7.1945 -6.7675 -3.7222
H -0.4565 1.5309 1.7446
H 0.3017 -0.1918 -2.6812
H -5.7454 -6.4114 -1.7693
H 0.9916 -0.1822 -0.0862
H 0.4095 3.6496 0.3156
H -3.7002 -0.9832 -0.5699
H 3.8070 3.5828 1.6405
H 0.5249 0.3730 1.9824
H -1.0961 1.8602 -0.7614
H -6.4453 -5.1565 -4.0374
H 7.3801 2.7976 3.2025
H -0.6793 1.4591 -3.3130
H 6.2253 1.8683 4.2032
H 0.9214 2.8226 -1.8171
H -7.7808 -5.0345 -3.4225
H -4.2062 -5.3154 -3.0197
H 1.8069 1.6993 3.0993
H -7.1702 -6.2778 -1.4190
H 6.2479 1.1454 1.6153
H -2.4150 0.0822 -2.1529
H -2.1611 -3.9166 -3.3453
H 4.0468 1.2972 1.0603
H 3.3745 4.2540 4.0913
H -0.7680 -0.3849 0.2533
```

# C22H35Cl10F9O6

A 8-piece molecular cluster, C22H35Cl10F9O6 overall in a non-equilibrium geometry (ωB97M-V/def2-TZVPD, the Open Molecules 2025 dataset).

Results
Strongest force on any atom ... 0.0845 Eh/bohr
Gap between HOMO and LUMO ... 10.49 eV
SMILES ... CCOC(=O)C(F)(F)F.CCOC(=O)C(F)(F)F.CCOC(=O)C(F)(F)F.ClCCCl.ClCCCl.ClCCCl.ClCCCl.ClCCCl
E_LUMO ... 0.04 eV
DFT total energy ... -185347.837 eV
Energy relative to the best compared isomer or geometry (same formula, charge and spin) ... 28.90 kcal per mole

```
82
C22H35Cl10F9O6 ωB97M-V/def2-TZVPD
Cl 5.1255 0.1549 -2.4388
Cl 2.0359 -2.8190 -4.2179
Cl -2.7401 -3.0336 -0.4521
Cl -3.1725 -5.2407 1.7186
Cl -3.6132 6.2520 -1.3728
Cl -1.6669 0.7414 -2.7642
Cl 1.2403 0.4960 -1.1521
Cl 6.1155 2.9580 -3.9701
Cl -1.9272 5.1337 -4.1183
Cl -0.9800 -3.1870 -5.7013
F 2.4018 2.1531 2.1824
F 4.3927 2.8957 1.8296
F -2.2684 -4.2824 6.8262
F 0.4463 -4.1929 0.0347
F 2.5622 -3.8455 -0.3266
F 1.0616 -2.7725 -1.4618
F -0.6797 -2.9023 7.3918
F 2.9202 4.1679 2.7948
F -2.6280 -2.6914 8.2658
O -1.4775 -1.8489 5.1426
O 0.3227 -1.4873 0.9157
O 3.4709 4.4374 -0.1855
O -3.6203 -1.8617 5.8180
O 2.3642 -2.1469 1.5865
O 1.4339 3.5867 0.1940
C -1.3891 -0.1036 -1.2491
C -2.8713 4.1552 -2.9750
C 4.1402 1.6600 -2.5900
C -4.0726 4.9021 -2.4390
C -3.5705 -5.6177 0.0179
C -0.6959 -3.0196 -3.9351
C -1.9857 -3.0160 7.1503
C 2.3805 -1.3020 2.7679
C -1.7763 -1.1239 3.9318
C 4.4455 2.3168 -3.9158
C -2.4677 -2.1496 5.9539
C 0.5290 5.5006 -1.0633
C -0.3905 0.6324 -0.3827
C 1.3025 -2.1734 0.8330
C -2.1234 -2.0506 2.7887
C 0.9740 4.0436 -1.0714
C 3.1120 3.2316 1.8490
C -2.7130 -4.7544 -0.8927
C 2.7015 3.8392 0.5023
C 1.3813 -3.2624 -0.2677
C 2.7554 0.1122 2.3620
C 0.5079 -2.1462 -3.6328
H 3.0435 -1.7968 3.4665
H -3.1608 3.2511 -3.5054
H -3.2514 -6.6443 -0.1466
H -0.4458 5.6009 -0.5798
H 0.6904 -2.0670 -2.5625
H 1.5978 3.8353 -1.9416
H -1.5719 -2.4546 -3.6183
H 4.3049 1.6290 -4.7431
H -4.5149 5.3899 -3.3105
H -0.8790 -0.5251 3.7563
H -0.6960 1.6754 -0.3375
H -4.8468 4.2895 -1.9895
H -1.0601 -1.1301 -1.3801
H -4.6310 -5.4749 -0.1550
H -1.3095 -2.7481 2.6080
H -3.0887 -4.8306 -1.9158
H -0.2271 0.2122 0.6046
H 3.0955 1.3562 -2.5939
H 3.8175 3.1948 -4.0613
H -2.2035 -1.4119 1.9099
H 1.3502 -1.3015 3.1343
H 0.4057 5.8745 -2.0775
H 4.3759 2.2111 -1.6866
H 1.2220 6.1294 -0.5053
H -2.1738 3.8596 -2.1922
H -2.3353 -0.1509 -0.7064
H -0.6288 -3.9673 -3.4112
H -3.0513 -2.5669 3.0180
H 0.0984 3.4114 -1.2370
H -2.5147 -0.3494 4.1535
H 0.3622 -1.1458 -4.0325
H 2.6044 0.8227 3.1715
H 2.2051 0.4130 1.4727
H 3.8026 0.1603 2.0502
H -1.6795 -5.0903 -0.9371
```